88
Properties=species:S:1:pos:R:3:forces:R:3 method="wB97M-V/def2-TZVPD" s2=0.78 e_tot_ev=-52682.748 orbital_gap_ev="8.26 / 5.26" multiplicity=2
O -1.779 -3.328 -14.438 0.62 0.07 -1.79
H -2.599 -3.728 -14.736 -2.31 -0.37 -0.20
H -1.139 -4.007 -14.214 2.09 -0.66 0.98
H -1.868 -2.683 -13.732 0.38 1.65 1.93
C -1.786 -0.170 -10.872 -1.02 1.55 3.53
C -2.235 0.080 -9.528 -0.37 0.67 1.17
C -3.020 -1.171 -8.801 1.13 2.40 -0.19
O -3.558 -0.937 -7.751 -0.53 -0.09 0.72
C -2.984 -2.463 -9.393 0.38 0.03 -0.47
C -2.360 -2.665 -10.644 0.00 -2.70 -1.90
C -1.812 -1.417 -11.388 0.91 -0.68 -3.29
O -1.365 -1.428 -12.600 -0.98 -2.40 0.47
O -2.360 -3.853 -11.167 0.37 3.54 0.84
O -2.110 1.170 -8.946 -0.46 -2.27 -0.81
H -1.469 0.739 -11.362 0.26 -0.40 -0.60
H -3.405 -3.300 -8.855 -0.04 -0.08 -0.03
C -3.002 -0.274 -15.449 -1.27 1.09 -0.01
O -3.078 -1.400 -16.282 -1.02 -1.96 -0.22
C -4.405 -2.053 -16.415 0.78 0.48 1.78
C -4.954 -2.703 -15.061 0.34 0.52 -1.54
N -4.293 -3.976 -14.750 -1.12 -1.20 0.22
C -4.889 -4.637 -13.519 0.41 0.82 -0.16
C -4.460 -6.111 -13.429 1.10 2.55 1.12
O -5.397 -6.942 -14.006 0.77 -0.54 -0.78
C -4.908 -8.293 -14.029 -1.12 0.48 0.29
H -3.543 -0.323 -14.503 0.18 -0.68 0.32
H -3.526 0.548 -15.936 0.14 0.43 -0.33
H -1.986 0.050 -15.223 0.07 -0.57 -0.27
H -4.351 -2.842 -17.165 0.59 0.03 0.00
H -5.119 -1.333 -16.815 -0.15 0.23 0.28
H -6.007 -2.946 -15.204 -0.32 0.52 -0.04
H -4.861 -1.982 -14.248 0.07 -0.18 0.13
H -4.644 -4.625 -15.439 0.37 -0.03 -0.88
H -5.978 -4.650 -13.484 -0.26 0.39 -0.43
H -4.546 -3.940 -12.755 0.07 -0.82 0.76
H -4.246 -6.342 -12.386 -0.34 -0.31 0.32
H -3.464 -6.054 -13.868 0.28 -0.93 -0.70
H -4.043 -8.485 -14.664 0.03 0.42 -0.27
H -5.783 -8.838 -14.386 0.36 -0.45 0.15
H -4.634 -8.552 -13.007 -0.10 -0.39 0.07
C 1.669 -8.480 -21.737 -1.39 -0.47 -0.38
O 0.425 -8.132 -21.113 0.18 -0.16 0.47
C -0.277 -9.282 -20.599 -0.91 1.09 -0.40
C -1.608 -8.814 -19.918 1.46 -0.31 0.58
N -1.321 -8.094 -18.658 0.18 -0.55 -1.10
C -2.481 -7.500 -18.083 -0.38 0.97 1.42
C -2.131 -6.431 -16.999 0.50 -1.28 0.27
O -1.123 -5.536 -17.293 0.34 2.31 -2.63
C -1.531 -4.521 -18.283 0.47 0.38 1.14
H 1.417 -9.260 -22.456 0.34 -0.33 -0.21
H 2.404 -8.881 -21.039 0.09 0.25 0.15
H 2.026 -7.642 -22.336 0.06 0.16 0.50
H 0.390 -9.862 -19.961 -0.18 0.04 0.43
H -0.574 -9.922 -21.430 0.09 -0.17 -0.28
H -2.229 -9.687 -19.715 0.23 -0.32 0.32
H -2.240 -8.254 -20.606 0.30 0.52 -0.36
H -0.590 -7.418 -18.829 -0.01 0.26 -0.04
H -3.031 -8.267 -17.538 -0.23 -0.16 0.09
H -3.211 -7.073 -18.771 0.03 0.16 -0.63
H -1.612 -6.936 -16.185 -0.79 -0.56 0.47
H -3.002 -5.871 -16.658 -0.47 -0.33 0.11
H -2.228 -4.864 -19.048 0.35 -0.45 -0.07
H -0.657 -4.013 -18.690 0.28 -0.81 -0.31
H -1.994 -3.658 -17.805 -0.50 -0.20 0.64
C 1.108 -1.096 -15.967 -1.35 -1.43 1.20
O 0.634 -2.421 -15.502 0.22 1.12 -0.57
C 1.710 -3.247 -15.164 0.76 -0.73 -0.16
C 1.342 -4.685 -14.683 0.03 1.75 0.96
N 0.459 -4.620 -13.505 -1.93 -0.35 -1.04
C 0.045 -5.930 -13.005 0.58 0.66 0.35
C 1.258 -6.708 -12.486 -0.12 -0.33 -0.76
O 2.177 -5.840 -11.809 -0.62 -1.30 0.61
C 1.625 -5.291 -10.604 0.14 1.35 -1.11
H 1.818 -1.193 -16.788 -0.06 0.05 -0.01
H 1.505 -0.547 -15.113 0.47 -0.11 0.00
H 0.188 -0.570 -16.223 0.18 -0.10 -0.47
H 2.363 -2.736 -14.456 -0.01 -0.03 0.60
H 2.343 -3.371 -16.042 0.22 -0.22 -0.35
H 2.246 -5.193 -14.349 0.43 0.02 -0.60
H 0.877 -5.214 -15.516 -0.26 -0.15 0.20
H 0.780 -4.048 -12.737 0.33 0.18 -0.39
H -0.559 -6.417 -13.771 0.38 -0.48 -0.20
H -0.637 -5.832 -12.161 -0.11 0.56 0.03
H 1.809 -7.223 -13.273 0.27 0.45 -0.18
H 0.829 -7.550 -11.942 0.38 0.03 1.02
H 1.158 -4.349 -10.891 -0.97 -0.01 0.05
H 2.402 -4.839 -9.988 0.40 -1.11 0.30
H 0.902 -5.943 -10.114 0.33 -0.03 0.20